The following is a DFT calculation (the ωB97M-V functional and the def2-TZVPD basis) of 6 unconnected molecules or ions with the total composition C14H37F3N2O12P in a non-equilibrium geometry.

The geometry in ORCA input format:
```
! RIJCOSX wB97M-V def2-TZVPD def2/J DEFGRID3
* xyz 1 1
P -0.08 -2.27 -0.41
F -4.52 1.12 -0.55
F -4.27 3.39 -0.08
F -5.99 2.66 -1.31
O -0.83 -4.89 -4.01
O 0.35 -3.61 -1.31
O -1.60 -4.99 2.97
O -1.44 6.19 -0.50
O -3.95 2.51 -2.25
O -1.00 0.85 -3.05
O 3.64 2.76 4.13
O -1.60 -2.09 -0.43
O 4.08 0.91 0.69
O 3.20 1.34 -1.12
O 0.43 -2.53 1.21
O 1.18 -6.68 2.59
N 0.84 1.87 -0.60
N 3.88 1.84 -0.03
C 4.45 1.63 3.84
C -1.25 0.79 -1.64
C -1.12 7.23 0.42
C -1.33 -4.27 4.16
C -1.64 2.31 -1.18
C -0.14 2.90 -1.14
C 0.84 -0.77 -1.15
C 0.08 0.57 -0.75
C 1.94 -5.84 1.74
C 0.86 2.21 0.86
C 2.05 2.14 -1.45
C -2.65 3.13 -2.11
C -0.26 -6.15 -4.35
C -4.63 2.43 -1.02
H -1.52 -5.07 -3.35
H 1.91 -0.85 -0.77
H 0.18 -6.62 -3.47
H -2.25 5.77 -0.19
H -0.01 3.93 -0.64
H 4.38 1.41 2.78
H 0.00 3.16 -2.26
H -2.05 2.31 -0.11
H -1.93 7.96 0.45
H 1.68 -6.04 0.69
H -1.02 -6.80 -4.78
H -0.03 -3.55 -2.23
H -0.97 6.80 1.42
H 0.25 -6.48 2.43
H 3.00 -6.05 1.88
H 0.78 -0.89 -2.29
H -1.94 -3.36 4.19
H 1.25 1.39 1.54
H 3.72 2.93 5.08
H -0.21 7.72 0.10
H -2.73 4.24 -1.84
H -1.60 -4.90 5.01
H 2.34 3.23 -1.33
H -2.18 0.23 -1.30
H 1.75 -4.79 1.98
H -1.48 0.14 -3.52
H -0.21 2.44 1.21
H 4.10 0.76 4.41
H 1.43 3.19 0.97
H -2.19 3.12 -3.16
H 0.53 -5.99 -5.09
H -0.27 0.38 0.32
H 5.49 1.84 4.10
H 1.82 1.99 -2.56
H -1.35 -4.41 2.23
H -0.27 -4.02 4.22
H 0.08 -1.77 1.73
*
```

Calculated values
- orbital gap (hartree) = 0.2751
- LUMO level (hartree) = -0.150
- E_HOMO (eV) = -11.57

Atom charges from the Mulliken analysis, given in e for atoms 1 to 5: number 1, P, carries 0.8698; number 2, F, carries -0.2171; number 3, F, carries -0.2110; number 4, F, carries -0.2516; number 5, O, carries -0.5104